Here is a structure of composition C18H15F10N5STi from OMol25. Energies are from ωB97M-V/def2-TZVPD.

Results
- ΔE to the lowest compared entry with this formula, charge and spin: 0.00 kcal per mole
- HOMO level: -0.531 Ha
- Frontier orbital gap: 6.86 eV
- Charge: +2
- Lowest unoccupied orbital energy: -7.6 eV
- E: -87470.3078 eV
- 2S+1: 1

The geometry in XYZ format:
```
50
Properties=species:S:1:pos:R:3:forces:R:3
C 1.318 1.105 -2.020 0.0 0.0 0.0
F -1.020 -1.717 1.574 0.1 0.0 0.0
C 4.550 -2.863 -1.009 0.0 0.0 0.0
F 5.551 -1.860 -2.868 0.0 0.0 0.0
Ti 0.031 -0.346 0.116 0.0 -0.2 0.7
C 2.519 -0.922 -1.147 -0.2 0.1 -0.1
H 2.268 1.628 -2.117 0.0 0.0 0.0
F 3.622 -0.027 -3.043 0.0 0.0 0.0
H -1.284 0.087 4.996 0.0 0.0 0.0
F 1.455 -1.941 0.672 0.0 0.0 -0.2
N 1.081 -0.574 4.317 0.0 0.0 0.0
C 2.536 -1.936 -0.203 0.1 0.0 0.0
S 0.800 0.869 2.130 -0.1 0.0 -0.1
N -0.968 0.431 4.100 0.0 0.0 0.0
C -1.636 -2.763 0.894 0.0 0.0 0.0
C -2.080 -3.874 1.565 0.0 0.0 0.0
H -0.057 2.788 -2.162 0.0 0.0 0.0
H 2.004 -0.740 3.950 0.0 0.0 0.0
H -2.440 1.549 0.497 0.0 0.0 0.0
C -1.706 2.156 -0.033 0.0 -0.1 -0.1
N 1.439 -0.020 -1.076 0.1 0.2 0.0
C -2.267 -3.606 -1.215 -0.1 0.0 0.1
H -1.557 1.089 3.619 0.0 0.0 0.0
N -1.163 -1.367 -0.929 0.0 0.0 0.1
F 3.451 -3.822 0.852 0.0 0.0 0.0
C -1.715 -2.568 -0.473 0.0 0.2 -0.1
H -2.237 2.878 -0.656 0.0 0.0 0.0
C 3.562 -0.929 -2.069 0.1 -0.1 0.1
C 3.508 -2.897 -0.089 0.0 0.0 -0.1
C 0.239 0.174 3.632 0.1 -0.1 0.0
F 5.506 -3.764 -0.948 0.0 0.0 0.0
F -1.963 -3.980 2.878 0.0 0.0 0.0
F -3.092 -5.981 1.388 0.0 0.0 0.0
F -2.340 -3.529 -2.540 0.0 0.0 0.0
H -2.774 0.775 -1.615 0.0 0.0 0.0
N -0.873 1.276 -0.902 0.0 0.1 -0.1
H -1.071 2.675 0.679 0.0 0.0 0.0
C -2.738 -4.749 -0.578 0.0 0.0 0.0
C 4.570 -1.884 -1.991 -0.1 0.0 0.0
H -1.673 1.311 -2.883 0.0 0.0 0.0
F -3.261 -5.720 -1.295 0.0 0.0 0.0
C -2.651 -4.887 0.802 0.0 0.0 0.0
H -0.609 -0.924 -2.923 0.0 0.0 0.0
H 1.037 0.749 -3.013 0.0 0.0 0.0
H 0.725 2.585 -0.590 0.0 0.0 0.0
C -1.450 -0.777 -2.245 0.0 -0.1 0.0
C -1.753 0.697 -1.985 0.0 0.1 0.0
H 0.873 -0.918 5.244 0.0 0.0 0.0
H -2.322 -1.243 -2.700 0.0 0.0 0.0
C 0.289 2.051 -1.435 -0.1 0.0 0.0
```
Positions in Å, forces in eV/Å.